A cluster of 2 separate species, C2H6O2S2 in total. Source: OMol25; level of theory: wB97M-V/def2-TZVPD.

Each atom is followed by the atoms it is bonded to, with distances in Å.
Geometry (Å):
1 C 0.71811 -3.71892 0.72591  S2 1.883, H4 1.061, H5 1.093, H6 1.102
2 S 0.11003 -2.29394 -0.34444  C1 1.883, S3 2.164
3 S 0.98066 -0.53664 0.57121  S2 2.164, H7 1.314
4 H 1.51816 -4.31225 0.36086  C1 1.061
5 H -0.19906 -4.31415 0.73493  C1 1.093
6 H 0.91353 -3.37494 1.75453  C1 1.102
7 H 0.12074 -0.27758 1.53104  S3 1.314
8 O -0.10217 4.46016 -0.24877  C9 1.204
9 C -0.40842 3.70573 -1.13554  O8 1.204, O10 1.335, H11 1.086
10 O -1.68520 3.52655 -1.48288  C9 1.335, H12 1.030
11 H 0.23221 2.95874 -1.59500  C9 1.086
12 H -2.19860 4.17725 -0.87184  O10 1.030

Properties
- HOMO level (eV) = -9.338
- net charge = 0
- frontier orbital gap (eV) = 9.6
- ΔE to the lowest compared entry with this formula, charge and spin (eV) = 0.579
- SMILES = O=CO.CSS

Atomic partial charges in e from the Löwdin method, atoms 1 to 5: -0.4410, 0.3510, 0.2759, 0.0089, 0.0110

=====

A cluster of 2 separate species, C2H6O2S2 in total. Source: OMol25; level of theory: wB97M-V/def2-TZVPD.

Each atom is followed by the atoms it is bonded to, with distances in Å.
Geometry (Å):
1 C 0.64809 2.29429 -1.70494  S2 1.834, H4 1.085, H5 1.085, H6 1.077
2 S 1.36937 1.03343 -0.58502  C1 1.834, S3 2.076
3 S 0.97352 -0.68248 -1.68535  S2 2.076, H7 1.341
4 H 0.97870 3.26585 -1.35269  C1 1.085
5 H -0.43166 2.24136 -1.60832  C1 1.085
6 H 1.01458 2.09119 -2.69741  C1 1.077
7 H -0.17588 -0.98681 -1.06464  S3 1.341
8 O -0.46786 -2.52358 3.22576  C9 1.193
9 C -0.89555 -1.65567 2.52718  O8 1.193, O10 1.349, H11 1.095
10 O -1.05112 -1.77148 1.19224  C9 1.349, H12 0.972
11 H -1.28190 -0.67392 2.81884  C9 1.095
12 H -0.68029 -2.63217 0.93433  O10 0.972

Properties
- HOMO level (eV) = -9.207
- net charge = 0
- frontier orbital gap (eV) = 9.6
- ΔE to the lowest compared entry with this formula, charge and spin (eV) = 0.128
- SMILES = O=CO.CSS

Atomic partial charges in e from the Löwdin method, atoms 1 to 5: -0.4748, 0.3417, 0.3098, 0.0242, 0.0247